Entry 1:
A gas-phase ion, C4H11N2S (charge +1) in a non-equilibrium geometry, computed with ωB97M-V with the def2-TZVPD basis set.

The geometry in XYZ format:
```
18
Properties=species:S:1:pos:R:3:forces:R:3
C -1.243713 -0.874068 1.152237 0.0525 0.0096 -0.0236
C -0.502461 -0.541978 -0.116796 -2.9117 -1.0091 -2.9515
N -1.630204 -0.580604 -1.367509 2.7631 0.4191 2.5934
N -0.085634 0.906010 -0.139984 -0.2464 0.4025 0.1242
C 1.361154 1.048733 -0.459243 0.8302 0.0039 -0.1702
C 2.024762 -0.171112 0.146113 -0.3025 -0.4278 -0.0346
S 0.977097 -1.548779 -0.434745 -0.1527 0.5316 0.0741
H -0.610271 -0.730563 2.026451 0.0679 0.0137 0.0762
H -1.549149 -1.918057 1.137408 0.0563 -0.0103 -0.0280
H -2.136861 -0.261286 1.238959 -0.1341 0.1308 0.0576
H -2.293782 -1.316152 -1.165142 -0.0729 -0.1359 0.1298
H -1.135552 -0.844270 -2.215079 0.0660 -0.1143 0.0309
H -0.294088 1.315599 0.778692 0.0661 -0.0040 -0.2373
H -0.694492 1.362330 -0.836261 0.0960 -0.1158 0.2255
H 1.753344 1.983231 -0.059598 -0.1962 0.0452 0.0181
H 1.488780 1.038909 -1.543685 -0.1690 0.0426 0.1403
H 3.036751 -0.330766 -0.210545 0.0679 0.1208 -0.0394
H 2.020744 -0.152424 1.235723 0.1195 0.0973 0.0147
```
Forces are in eV/Å.

Calculated values
molecular weight	119.2	g mol⁻¹
SMILES string	C[C@@]1(N)[NH2+]CCS1
charge	+1
maximum force	4.27	eV/Å
gap between HOMO and LUMO	10.31	eV
HOMO	-13.5	eV

These are the Mulliken partial charges, in e, on atoms 1 to 5: -1.550 0.585 -0.698 -0.175 -0.572

---

Entry 2:
A single C5H9NO molecule in a non-equilibrium geometry, computed with ωB97M-V with the def2-TZVPD basis set.

The geometry in XYZ format:
```
16
Properties=species:S:1:pos:R:3:forces:R:3
C 1.576732 0.649243 -0.072103 -0.4360 0.0366 0.1649
C 0.169201 0.007392 0.096297 0.1456 -0.3086 0.0503
C 0.231132 -1.142964 1.108802 -0.1498 -0.0960 -0.0349
C -1.203416 0.839836 0.209954 0.1475 0.1633 0.1645
N -1.560187 0.273802 -1.083776 0.0071 0.0422 -0.3002
C -0.402689 -0.395555 -1.296416 0.1532 -0.3641 -0.1747
O -0.003017 -1.004415 -2.260682 0.0475 0.0316 0.5163
H 2.319344 -0.103793 -0.410766 -0.6937 0.2046 0.1686
H 1.944937 1.044489 0.879602 -0.1005 0.0547 -0.1029
H 1.580648 1.445499 -0.822787 -0.0751 -0.0276 0.1439
H 0.807575 -0.940814 2.014412 0.1046 0.4145 -0.1908
H 0.664854 -2.025573 0.662357 0.2545 -0.2637 -0.2491
H -0.754001 -1.423608 1.458459 -0.3577 -0.0796 -0.0751
H -1.987054 0.584050 0.960935 1.0738 0.0100 -0.0313
H -1.046848 1.922900 0.209697 -0.0970 -0.0560 -0.1279
H -2.392058 0.279855 -1.651931 -0.0240 0.2382 0.0784
```
Forces are in eV/Å.

Calculated values
molecular weight	99.1	g mol⁻¹
SMILES string	CC1(C)CNC1=O
maximum force	1.07	eV/Å
gap between HOMO and LUMO	10.44	eV
HOMO	-9.6	eV

These are the Mulliken partial charges, in e, on atoms 1 to 5: -1.518 1.638 -1.618 -0.731 -0.097

---

Entry 3:
A single C3H4N2O3 molecule in a non-equilibrium geometry, computed with ωB97M-V with the def2-TZVPD basis set.

The geometry in XYZ format:
```
12
Properties=species:S:1:pos:R:3:forces:R:3
O -1.626528 -0.431872 2.265511 -2.7531 0.7674 -3.5012
N -0.481258 0.049218 1.804713 4.0147 1.6496 2.5714
C -0.026257 0.119611 0.655727 -3.2768 -2.0561 -1.6008
C 1.359443 0.272684 0.266606 1.6793 -0.9352 -0.5851
O 1.535522 0.639682 -1.165460 2.3684 1.1722 3.7076
N 0.703816 0.153866 -2.021081 -0.8963 0.3961 -2.7106
C -0.433444 -0.209777 -1.673493 -0.0628 -1.4346 0.7499
O -0.814299 -0.461113 -0.364569 -0.7375 0.8231 -0.7918
H -2.226153 -0.208386 1.455372 0.3644 -1.2666 2.0695
H 1.776388 1.131853 0.880499 0.3252 -1.7003 -0.7816
H 1.743645 -0.874953 0.319239 -0.0251 2.9333 0.4094
H -1.007797 -0.538795 -2.517424 -1.0003 -0.3489 0.4634
```
Forces are in eV/Å.

Calculated values
molecular weight	116.1	g mol⁻¹
SMILES string	O/N=C1/CON=CO1
maximum force	5.04	eV/Å
gap between HOMO and LUMO	10.14	eV
HOMO	-9.7	eV

These are the Mulliken partial charges, in e, on atoms 1 to 5: -0.305 -0.429 0.440 -0.118 -0.171

---

Entry 4:
A single C2H2INOS2 molecule in a non-equilibrium geometry, computed with ωB97M-V with the def2-TZVPD basis set.

The geometry in XYZ format:
```
9
Properties=species:S:1:pos:R:3:forces:R:3
I -3.651509 -0.741333 -0.228254 -0.8498 -0.3583 -0.0357
S -1.637397 0.393426 0.036294 -0.2244 0.4440 0.3605
C -0.556524 -0.941281 -0.085296 2.2055 3.0832 -0.5200
N 0.692484 -0.768529 -0.246998 0.3659 -1.4108 0.4570
C 1.418561 0.346953 0.022321 1.5393 1.9262 0.9481
O 0.934057 1.305430 0.958600 -0.2511 -0.3752 0.1189
S 1.133793 2.025092 -0.566566 -0.2450 0.2801 -0.6124
H -0.849222 -1.912611 -0.102130 -1.5736 -2.6940 -0.2049
H 2.515755 0.292852 0.212031 -0.9668 -0.8952 -0.5116
```
Forces are in eV/Å.

Calculated values
molecular weight	247.1	g mol⁻¹
SMILES string	IS/C=N\[C@@H]1OS1
maximum force	3.83	eV/Å
gap between HOMO and LUMO	8.16	eV
HOMO	-8.8	eV

These are the Mulliken partial charges, in e, on atoms 1 to 5: 0.005 -0.018 -0.049 -0.446 -0.035

---

Entry 5:
3 unconnected molecules or ions with the total composition C4H11NO2 in a non-equilibrium geometry, computed with ωB97M-V with the def2-TZVPD basis set.

The geometry in XYZ format:
```
18
Properties=species:S:1:pos:R:3:forces:R:3
C -2.652046 1.086715 -0.440335 -0.7781 1.2511 1.1081
C -1.371944 1.077282 -0.077016 -0.5607 -0.3692 -0.2182
C -0.286941 1.357149 -0.970004 2.8887 -0.9447 -0.8273
C 0.688956 0.414535 -1.098869 -1.5880 0.3404 1.9955
N 1.810304 0.471315 -1.876463 0.7153 -1.8957 0.3903
H -3.393716 0.788671 0.313586 0.1305 0.0906 -0.5153
H -3.019588 1.683031 -1.300427 0.3822 -0.9293 0.3062
H -1.010578 0.687282 0.866941 -0.6070 -0.3463 0.2320
H -0.095468 2.257863 -1.518520 -0.7058 0.5570 -0.4128
H 0.627618 -0.447368 -0.363450 0.1491 0.6687 -1.3871
H 2.078446 -0.433064 -2.259372 0.1089 0.5149 0.1692
H 1.945564 1.209933 -2.507095 -0.1595 1.0223 -0.8227
O 2.082617 -1.053947 2.684365 -1.6535 0.0981 -2.0398
H 1.513279 -0.739519 1.918716 0.5913 -1.3540 1.1353
H 2.427740 -0.206905 2.888154 1.0775 1.2073 0.9501
O -0.205943 -2.361285 1.118036 -1.3530 -1.2849 0.5306
H -1.107829 -2.474946 1.489087 0.4208 1.0702 -0.2680
H -0.030468 -3.316741 1.132662 0.9413 0.3034 -0.3262
```
Forces are in eV/Å.

Calculated values
molecular weight	105.1	g mol⁻¹
SMILES string	C=C/C=C/N.O.O
maximum force	3.15	eV/Å
gap between HOMO and LUMO	8.35	eV
HOMO	-7.7	eV

These are the Mulliken partial charges, in e, on atoms 1 to 5: -0.744 -0.116 -0.571 0.174 -0.470

---

Entry 6:
A single C5H12N2S molecule in a non-equilibrium geometry, computed with ωB97M-V with the def2-TZVPD basis set.

The geometry in XYZ format:
```
20
Properties=species:S:1:pos:R:3:forces:R:3
N -2.054097 -0.173452 -0.974636 -0.9764 -0.8468 -0.8280
C -1.651772 -0.151551 0.376766 0.0414 1.3402 2.3550
C -0.670314 0.974465 0.732975 1.0109 -0.4014 0.7546
N -0.174054 1.904404 -0.261448 -0.6657 -0.0131 0.3802
C -0.226675 -0.482200 0.685805 1.1773 -0.1031 0.3288
C 0.739498 -1.080597 -0.323761 -0.5605 1.1056 -0.4574
C 2.217239 -0.941515 0.086263 -0.6618 -0.9126 -0.6284
S 2.982666 0.669446 -0.229760 0.5910 -0.5424 0.0122
H -2.173105 -1.155909 -1.229366 -0.0684 0.4297 -0.3527
H -2.943264 0.307638 -1.177017 0.6882 -0.3010 0.4201
H -2.307794 -0.349740 1.250578 -0.2021 -0.1931 -1.0175
H -0.648322 1.445266 1.740514 -0.4200 -0.6024 -0.7718
H -0.663088 2.790195 -0.086408 0.2557 -0.4078 -0.5551
H -0.458055 1.514799 -1.157956 0.0288 0.4776 -0.1775
H 0.017548 -0.945573 1.643597 -0.6582 0.2569 0.1267
H 0.501500 -2.146539 -0.420064 0.0484 0.0823 -0.0834
H 0.520058 -0.581035 -1.286484 0.5234 -0.4980 0.1591
H 2.740165 -1.705707 -0.497866 0.3157 0.4429 -0.1667
H 2.328574 -1.313822 1.100654 0.0460 0.4384 0.4142
H 1.923294 1.421429 0.027621 -0.5138 0.2481 0.0875
```
Forces are in eV/Å.

Calculated values
molecular weight	132.2	g mol⁻¹
SMILES string	N[C@@H]1[C@H](N)[C@@H]1CCS
maximum force	2.71	eV/Å
gap between HOMO and LUMO	9.14	eV
HOMO	-8.3	eV

These are the Mulliken partial charges, in e, on atoms 1 to 5: -0.528 -0.233 -0.371 -0.568 -0.047

---

Entry 7:
5 unconnected molecules or ions with the total composition C31H41BrF12N3O10 in a non-equilibrium geometry, computed with ωB97M-V with the def2-TZVPD basis set.

The geometry in XYZ format:
```
98
Properties=species:S:1:pos:R:3:forces:R:3
C 2.498566 -3.914139 -0.961985 -0.5302 0.1410 -0.0465
C 1.013517 -3.187969 -0.719985 0.6429 -1.0210 -0.3688
C 0.632219 -2.216555 -1.985464 0.2166 -0.4635 0.1641
C -0.783637 -1.359147 -1.759509 1.1141 0.2694 0.0650
C -0.970321 -0.843202 -0.197117 0.3804 0.7444 1.4300
C 0.229801 0.016568 0.516281 -4.2306 -1.1049 2.2166
C 1.639325 0.484762 -0.181511 -0.0444 0.5084 0.3546
C 1.376003 1.468676 -1.505923 -5.5670 5.2627 1.5577
O 0.447609 2.458327 -1.392741 6.3982 -6.9359 -0.7612
Br 2.361656 1.292625 -3.240955 -0.9139 -0.0910 2.1200
C -0.157781 0.401702 2.097830 -1.1318 -2.1347 -4.3594
N -1.501636 -0.065388 2.568069 3.4583 0.8048 -2.4304
N -1.761052 0.292164 3.917271 -1.0254 7.0594 -0.0753
C -1.907071 1.685069 3.885676 -0.3197 5.3346 0.6870
O -2.000794 3.038694 3.937091 0.7101 -12.4403 -0.5973
N -2.517813 -0.744272 1.987486 2.2575 -0.7052 -4.1132
C -2.347705 -1.207197 0.590419 2.4088 1.6112 1.5880
C -3.618968 -2.042820 -0.103578 0.0865 0.5965 0.7436
C -4.194237 -1.154738 -1.355834 0.1786 1.2423 0.6057
C -3.256410 -3.600560 -0.462478 -1.1689 -0.8977 0.5895
C -4.156842 -4.071442 -1.771310 0.4006 -0.6088 -0.1202
H 2.377688 -5.095821 -0.889611 0.4459 2.6866 -0.0727
H 2.872412 -3.643637 -2.049667 -0.5323 -0.5827 2.3285
H 3.240515 -3.510550 -0.125689 -1.4162 -1.0530 -2.0275
H 1.103102 -2.638953 0.315719 -0.5838 -0.9392 -2.1105
H 0.231997 -4.086311 -0.656583 1.4491 2.2308 0.0490
H 0.479528 -2.922595 -2.935585 0.2706 1.6642 2.0648
H 1.547284 -1.505373 -2.250779 -2.0390 -1.4476 0.6276
H -0.682805 -0.398833 -2.457794 -0.5568 -1.9652 1.5711
H -1.642420 -2.059081 -2.136564 1.4471 1.6807 1.1198
H 2.339401 -0.413409 -0.456213 -1.6014 1.6237 0.5297
H 2.212094 1.145587 0.630769 -1.3842 -1.3499 -2.0582
H 0.593067 1.010011 2.798163 -2.1673 -1.6225 -1.4146
H -4.487546 -2.082384 0.713837 2.1570 0.3237 -1.6497
H -3.952608 -0.014517 -1.109451 -0.5855 -2.3641 -0.5901
H -5.362622 -1.239223 -1.366947 2.3739 0.0060 -0.2794
H -3.702327 -1.384056 -2.392475 -1.1582 0.2663 2.0977
H -2.109840 -3.829574 -0.568989 -2.2758 0.6329 -0.0517
H -3.636124 -4.259481 0.454175 0.9849 1.4893 -1.8762
H -3.598008 -3.683958 -2.730992 -1.4901 -0.7185 1.7237
H -5.284354 -3.698524 -1.716501 2.6569 -0.5648 -0.1241
H -4.231274 -5.258887 -1.868970 0.4169 2.6455 0.4030
C -7.979561 2.172548 -4.896348 -0.3527 -0.2597 -0.0905
C -6.652549 1.476949 -4.649374 -0.0257 0.8632 -0.3453
O -6.853710 0.159897 -4.111081 -0.3337 -1.7777 -0.6221
C -7.262733 -0.795617 -5.003255 0.1977 2.6751 -2.2058
O -7.457974 -0.578327 -6.198080 0.4318 -1.1039 3.0251
C -7.408983 -2.153454 -4.320869 -0.7576 -2.3918 0.7849
F -8.132232 -2.087053 -3.166453 0.6197 0.3687 -0.9549
F -6.202005 -2.690924 -3.983926 -0.5882 0.7544 -0.3614
F -8.031898 -3.078575 -5.104321 0.7219 1.4085 0.5364
H -8.577497 2.192953 -3.979658 0.1807 0.1085 -0.0464
H -7.822329 3.196405 -5.243225 0.0494 -0.1020 0.0776
H -8.574446 1.644094 -5.648830 0.2215 0.1329 0.0532
H -6.081295 2.041632 -3.903826 -0.1004 -0.4463 0.0436
H -6.039495 1.432762 -5.557463 -0.2340 -0.2156 0.1206
C -1.014803 4.489796 6.206812 0.5214 0.1325 0.1772
C -1.889111 4.333646 7.438485 -0.2702 0.3982 -0.5764
O -1.201905 3.605148 8.468967 1.1955 0.3854 1.2250
C -0.243911 4.301352 9.157318 -0.9915 2.4873 -2.0086
O 0.040235 5.477353 8.935456 -0.3969 -3.0078 0.9232
C 0.388552 3.433319 10.242339 1.2738 -1.3288 2.0728
F 0.777577 2.211228 9.778303 -0.4573 1.0725 -0.0798
F -0.470969 3.193469 11.273306 0.4009 0.4568 -1.1547
F 1.498538 3.998072 10.796105 -1.2761 -0.1956 -0.9552
H -0.670426 3.511962 5.855371 -0.1405 0.1664 0.1072
H -1.562663 4.985918 5.402424 0.0234 -0.0702 0.1494
H -0.118321 5.079928 6.424629 -0.2550 0.0087 0.0217
H -2.780601 3.751913 7.177966 0.2657 -0.1011 0.3565
H -2.237152 5.301936 7.817559 0.2715 -0.1888 0.0385
C 5.433673 2.902215 5.438934 0.2031 0.0184 -0.4108
C 4.754642 1.578780 5.744308 0.3708 0.5781 0.8243
O 4.300153 0.942764 4.538582 0.6529 -1.1886 -1.5555
C 5.267860 0.344616 3.775664 2.1144 1.2512 2.7184
O 6.462087 0.332742 4.069978 -3.0919 -0.3376 -1.2904
C 4.658826 -0.321408 2.544302 -0.1153 -1.4597 -1.9074
F 3.809447 0.502616 1.866279 0.5560 -0.2079 0.7208
F 3.936187 -1.431940 2.866344 0.5403 1.0049 0.0969
F 5.595011 -0.725838 1.640054 -0.8363 0.6785 1.3146
H 4.766699 3.550440 4.861686 -0.0194 -0.0400 0.2085
H 5.719155 3.413715 6.360995 -0.0982 -0.0906 -0.0679
H 6.335304 2.759175 4.833970 -0.1124 -0.0396 0.2308
H 3.867733 1.761165 6.361694 -0.0006 -0.2465 -0.3959
H 5.408262 0.905997 6.312250 -0.0630 0.0418 -0.3447
C 6.587304 0.244701 -8.171236 -0.3975 0.1670 0.1643
C 7.040407 -1.089017 -7.604041 0.3214 0.2407 -0.8926
O 6.533879 -1.281552 -6.273171 -1.8493 -0.6605 0.9184
C 5.209338 -1.617817 -6.179375 0.5615 0.2706 -3.4686
O 4.466855 -1.754207 -7.150486 1.3573 0.1680 2.8085
C 4.800384 -1.826579 -4.723375 -0.5407 -0.3793 2.3042
F 5.200674 -0.805381 -3.912758 -0.2070 -0.6232 -0.9512
F 5.338283 -2.963789 -4.197432 -0.3083 0.8952 -0.8060
F 3.451498 -1.932702 -4.559323 1.1308 0.1522 -0.5926
H 6.874577 1.062454 -7.502641 0.1389 -0.1227 -0.1253
H 7.027298 0.417116 -9.156125 0.0182 -0.0591 0.1304
H 5.497562 0.287569 -8.271258 0.2106 -0.1153 -0.0862
H 8.133968 -1.099186 -7.532919 -0.3061 -0.0923 0.3663
H 6.753012 -1.926570 -8.250818 -0.1577 0.1526 0.2669
```
Forces are in eV/Å.

Calculated values
molecular weight	923.6	g mol⁻¹
charge	+1
maximum force	12.47	eV/Å
gap between HOMO and LUMO	8.23	eV
HOMO	-13.2	eV

These are the Mulliken partial charges, in e, on atoms 1 to 5: -0.741 0.074 -0.366 -0.213 0.353